The following is a quantum chemistry calculation of a molecular structure, C23H36IN7O3PRu in a non-equilibrium geometry, from the OMol25 dataset.

The geometry in ORCA input format:
```
! wB97M-V def2-TZVPD RIJCOSX def2/J DEFGRID3
* xyz 2 6
Ru 0.8969 0.0686 0.3910
I 3.7129 0.5944 0.4108
C 3.6882 0.3862 2.5606
C 4.8775 0.3681 3.2223
C 4.8665 0.2517 4.6379
C 3.6889 0.1871 5.3169
C 2.4510 0.2067 4.6256
C 1.2058 0.1112 5.3160
C 0.0222 0.0740 4.6374
C 0.0081 0.1749 3.2309
C 1.1824 0.2705 2.5014
C 2.4303 0.2939 3.2082
H 5.8214 0.4427 2.7022
H 5.8108 0.2137 5.1607
H 3.6771 0.1104 6.3906
H 1.2104 0.0396 6.3956
H -0.9174 -0.0058 5.1727
H -0.9493 0.1551 2.7191
C 1.5901 3.7904 0.6846
C 1.2210 3.3243 -0.6879
N 1.1716 4.2379 -1.6551
O 0.9938 2.1176 -0.9422
H 1.1650 4.7673 0.9028
H 2.6773 3.8614 0.7706
H 1.2531 3.0767 1.4389
H 1.4116 5.1950 -1.4696
H 1.0041 3.9370 -2.6045
C -1.0999 -4.5016 0.9907
N 0.1218 -4.0693 0.3030
C 1.0559 -4.9490 -0.1478
C 2.1941 -4.5225 -0.7138
C 2.3947 -3.1122 -0.8151
N 1.4848 -2.2463 -0.3535
C 0.3347 -2.7299 0.1825
O -0.5137 -1.9105 0.5923
N 3.4971 -2.6506 -1.4084
H -1.0991 -5.5825 1.0306
H -1.9690 -4.1523 0.4406
H -1.1249 -4.0782 1.9955
H 0.8193 -6.0035 -0.0371
H 2.9091 -5.2295 -1.0947
H 4.2131 -3.2677 -1.7466
H 3.6540 -1.6587 -1.4882
C -3.7486 -0.9662 -0.3527
N -3.5547 0.1561 -1.2761
C -4.7941 0.6808 -1.8442
P -2.0611 0.7533 -1.5381
O -1.2348 0.7356 -0.2313
N -1.3631 -0.2303 -2.6597
C 0.0716 -0.2985 -2.8618
C -2.1168 -0.8452 -3.7597
N -2.1628 2.2956 -2.0958
C -2.4561 3.3864 -1.1519
C -2.3893 2.6636 -3.4959
H -4.4237 -0.6716 0.4515
H -2.8000 -1.2618 0.0923
H -4.1838 -1.8370 -0.8574
H -5.4603 1.0423 -1.0519
H -5.3298 -0.0879 -2.4125
H -4.5933 1.5094 -2.5167
H 0.6074 0.1623 -2.0184
H 0.4147 0.2750 -3.7308
H 0.3865 -1.3383 -2.9653
H -3.1820 -0.7509 -3.5919
H -1.8776 -1.9106 -3.8489
H -1.8780 -0.3848 -4.7185
H -2.2500 3.0653 -0.1326
H -3.4958 3.7151 -1.2170
H -1.8223 4.2443 -1.3733
H -2.1758 1.8289 -4.1539
H -1.7450 3.5027 -3.7835
H -3.4247 2.9799 -3.6717
*
```

E_tot = -2240.5335 a.u.
LUMO energy (spin up / spin down) = -4.90 / -7.25 eV
Expectation value of S² = 8.77
Molecular weight = 717.54 g/mol
Energy relative to the best compared isomer or geometry (same formula, charge and spin) = 0.7 kcal per mole